[1]
Computed, not measured: a structure of composition C10H10ClNO2Zr at a distorted geometry, with the ωB97M-V functional and the def2-TZVPD basis.

Output
E_LUMO (alpha / beta) = -11.00 / -10.96 eV
Calculated total energy = -29900.4138 eV
Charge = +2

Last column: Löwdin charge in e.
Cartesian coordinates (Å):
Cl -3.9775 1.4897 -1.7380  -0.11
C 0.7193 -1.6071 -1.5144  -0.12
C 1.8780 -0.8596 -1.1190  -0.14
C 1.7422 0.4687 -1.6534  -0.10
H 2.7295 -1.2662 -0.6066  0.13
C 0.4947 0.5450 -2.3553  -0.37
C -0.1333 -0.7392 -2.2476  -0.11
H -1.0894 -1.0001 -2.7097  0.15
H 0.5696 -2.6664 -1.3621  0.14
H 2.4369 1.2858 -1.5247  0.14
C -0.0901 1.7526 -3.0079  -0.01
Zr -0.0057 0.2668 -0.0084  1.53
C 0.3651 -1.4093 1.5753  0.01
C -2.2044 -0.2089 0.3302  -0.15
O 0.4610 -2.0543 2.5471  0.20
O -3.2510 -0.3820 0.7816  0.13
H 0.2414 2.6568 -2.5066  0.10
H -1.1805 1.7417 -2.9756  0.06
H 0.2328 1.8202 -4.0444  0.12
C -0.3096 2.0049 4.3111  0.03
C -0.2354 1.6882 2.9358  -0.10
N -0.0966 1.4278 1.8124  0.05
H -1.2645 2.5188 4.5325  0.14
H 0.5231 2.6830 4.5850  0.14
H -0.2430 1.0910 4.9303  0.14

=====

[2]
Computed, not measured: a cluster of 4 separate species, C3H15NO3S in total at a distorted geometry, with the ωB97M-V functional and the def2-TZVPD basis.

Output
E_LUMO = 0.62 eV
Calculated total energy = -21820.0547 eV

Last column: Löwdin charge in e.
Cartesian coordinates (Å):
N 0.0581 -1.4231 2.2792  -0.01
C 0.3569 -1.3632 0.7093  -0.22
C -0.4291 -0.1566 0.0119  -0.32
C 0.1869 0.0921 -1.3159  -0.48
S -0.6748 1.6615 -2.0549  0.67
H 0.0157 -2.3926 2.4813  0.03
H -0.8356 -0.8200 2.2339  0.09
H 1.4036 -1.4722 0.6051  0.08
H 0.0674 -2.2464 0.1960  0.08
H -1.4012 -0.5644 -0.3059  0.10
H -0.4749 0.6081 0.8606  0.11
H -0.1605 -0.6278 -1.9831  0.04
H 1.3246 0.3799 -1.0413  0.10
H -0.4688 1.3699 -3.2913  -0.22
O 3.8490 1.4196 0.0945  -0.08
H 3.4151 1.9676 0.7652  0.02
H 3.0527 1.0509 -0.3906  0.03
O 1.0048 1.5019 2.4542  -0.10
H 1.3077 0.5406 2.6258  0.06
H 1.5454 2.0780 2.9901  0.02
O -4.2342 -0.5664 -2.2925  -0.04
H -4.0547 -1.1107 -3.0502  0.02
H -4.8541 0.0733 -2.5814  0.01

=====

[3]
Computed, not measured: a cluster of 2 separate species, C27H40N2O2P in total at a distorted geometry, with the ωB97M-V functional and the def2-TZVPD basis.

Output
E_LUMO = -4.14 eV
Calculated total energy = -45005.3440 eV
Charge = +1

Last column: Löwdin charge in e.
Cartesian coordinates (Å):
C 5.8697 -10.2638 -1.0857  -0.05
O 6.2915 -10.0437 0.2940  -0.09
C 6.9495 -8.9016 0.6127  -0.27
C 7.3527 -8.7814 1.9686  -0.01
C 7.9800 -7.6368 2.3872  -0.04
C 8.2352 -6.5678 1.4834  -0.24
C 8.8871 -5.3789 1.9620  -0.10
C 8.8690 -4.2080 1.3004  -0.10
C 9.6475 -3.0124 1.7564  -0.17
C 10.1865 -2.1299 0.6562  -0.24
C 11.4890 -1.6339 0.7978  -0.05
C 12.0581 -0.9615 -0.2557  0.00
C 11.3011 -0.7049 -1.4208  -0.27
O 11.9235 0.0239 -2.3846  -0.09
C 11.1613 0.5004 -3.5372  -0.05
C 9.9790 -1.1876 -1.5475  -0.01
C 9.4203 -1.8627 -0.4780  -0.04
C 7.8211 -6.6901 0.1393  -0.02
C 7.2065 -7.8479 -0.3022  -0.01
H 5.3720 -11.2325 -1.0901  0.09
H 5.1690 -9.4727 -1.3852  0.09
H 6.7278 -10.3082 -1.7720  0.10
H 7.1310 -9.6093 2.6449  0.12
H 8.3172 -7.5575 3.4349  0.12
H 9.3927 -5.4371 2.9408  0.12
H 8.2892 -4.0512 0.3903  0.10
H 10.3915 -3.2501 2.5313  0.12
H 12.0800 -1.8698 1.6980  0.12
H 13.0869 -0.6430 -0.2198  0.12
H 11.8247 1.1626 -4.0855  0.09
H 10.8840 -0.3548 -4.1598  0.09
H 10.2697 1.0624 -3.2401  0.09
H 9.4085 -0.9806 -2.4475  0.10
H 8.4018 -2.2286 -0.5470  0.11
H 8.0595 -5.8965 -0.5599  0.11
H 6.8796 -7.9762 -1.3428  0.11
C 6.1054 -3.8669 6.5898  -0.04
C 6.3429 -3.2806 5.2200  -0.64
C 6.9314 -4.3234 4.2773  -0.03
C 5.0295 -2.7594 4.6405  -0.08
N 7.2959 -2.1576 5.3332  -0.25
C 8.1457 -1.9526 6.4930  -0.16
C 8.9308 -0.6702 6.2888  -0.16
N 8.5812 -0.1293 4.9859  -0.26
C 9.0967 1.1571 4.4749  -0.65
C 9.6683 1.9420 5.6247  -0.04
C 7.9456 1.9397 3.8464  -0.08
C 10.1607 0.8643 3.4144  -0.02
P 7.2974 -0.8849 4.2843  1.26
H 8.9451 -2.3832 2.2297  0.05
H 5.7117 -3.1242 7.2876  0.10
H 5.3748 -4.6715 6.4932  0.10
H 7.0101 -4.3123 6.9987  0.09
H 6.9873 -3.9792 3.2384  0.08
H 7.9296 -4.6396 4.5911  0.09
H 6.2892 -5.2092 4.2921  0.10
H 5.1398 -2.3751 3.6175  0.06
H 4.2969 -3.5774 4.6170  0.10
H 4.6158 -1.9663 5.2680  0.09
H 7.5122 -1.8540 7.3870  0.13
H 8.8056 -2.8145 6.6077  0.13
H 8.6554 0.0682 7.0618  0.13
H 10.0041 -0.8605 6.3113  0.13
H 10.5340 1.4484 6.0615  0.09
H 10.0138 2.8999 5.2350  0.10
H 8.9190 2.1234 6.3998  0.10
H 7.5187 1.4431 2.9622  0.06
H 7.1447 2.0979 4.5761  0.09
H 8.3170 2.9249 3.5369  0.10
H 9.7552 0.3915 2.5111  0.08
H 10.5979 1.8195 3.1149  0.10
H 10.9643 0.2413 3.8143  0.09

=====

[4]
Computed, not measured: a structure of composition C38H36N3O4ReS6 at a distorted geometry, with the ωB97M-V functional and the def2-TZVPD basis.

Output
E_LUMO (alpha / beta) = 2.45 / 2.10 eV
<S²> = 3.78
Multiplicity = 4
Calculated total energy = -119794.1264 eV
Charge = -1

Last column: Löwdin charge in e.
Cartesian coordinates (Å):
Re -0.5866 0.5646 0.2997  1.00
C -4.2671 2.1113 2.8404  -0.13
C -3.3914 1.4783 1.8029  -0.76
S -1.7725 1.0746 2.3178  0.66
C -3.8233 1.2219 0.5518  -0.73
C -5.2116 1.5527 0.0976  -0.13
S -2.8173 0.4298 -0.6309  0.65
H -3.7592 2.0934 3.7977  0.05
H -5.2119 1.5758 2.9277  0.07
H -4.4800 3.1465 2.5762  0.08
H -5.4071 2.6191 0.1961  0.08
H -5.9555 1.0144 0.6831  0.07
H -5.3185 1.2748 -0.9454  0.05
C -1.2203 5.4106 5.0086  -0.06
C -0.3432 4.5648 4.1318  -0.28
C 0.0352 5.0176 2.8723  -0.03
C 0.8323 4.2397 2.0519  -0.10
C 1.2707 3.0080 2.4955  -0.29
C 0.9266 2.5532 3.7538  -0.09
C 0.1205 3.3298 4.5688  -0.05
S 2.2027 1.9257 1.4004  0.55
O 2.3746 2.6353 0.1501  -0.44
O 3.4248 1.5503 2.0773  -0.30
N 1.2467 0.6354 1.2018  -0.41
C 1.5548 -0.4874 2.0383  -0.20
C 0.7767 -1.7219 1.5154  -0.66
O 1.2162 -2.8454 1.6970  0.04
O -0.3318 -1.4353 0.9682  -0.21
H -1.9848 5.8999 4.4099  0.07
H -0.6367 6.1906 5.5005  0.08
H -1.7012 4.8061 5.7747  0.07
H -0.3127 5.9815 2.5255  0.11
H 1.1119 4.5582 1.0614  0.08
H 1.2935 1.5940 4.0856  0.11
H -0.1569 2.9650 5.5493  0.11
H 1.1907 -0.3440 3.0723  0.11
H 2.6337 -0.6703 2.0671  0.12
S -2.2799 -3.9584 -1.8574  1.04
C -1.8853 -2.4245 -1.1179  -0.51
N -0.9296 -1.7720 -1.6464  0.01
C -0.3719 -2.4442 -2.6960  -0.30
C 0.7227 -2.0314 -3.4495  -0.02
C 1.1774 -2.8505 -4.4612  -0.09
C 0.5524 -4.0633 -4.7471  -0.11
C -0.5352 -4.4942 -4.0131  -0.11
C -0.9872 -3.6839 -2.9849  -0.47
H -2.4395 -2.0911 -0.2645  0.03
H 1.1863 -1.0926 -3.1764  0.05
H 2.0397 -2.5608 -5.0472  0.09
H 0.9312 -4.6778 -5.5515  0.09
H -1.0174 -5.4367 -4.2194  0.10
N 1.5386 0.2781 -1.6881  -0.34
S 3.0376 0.7323 -1.5544  1.06
C 3.3868 1.5300 -3.1821  -0.35
C 3.7475 2.8650 -3.1136  -0.08
C 3.8830 3.6034 -4.2771  -0.08
C 3.6330 3.0039 -5.5012  -0.09
C 3.2502 1.6729 -5.5644  -0.08
C 3.1176 0.9327 -4.4021  -0.07
C 3.9052 -0.8264 -1.8647  -0.36
C 3.4407 -1.9756 -1.2475  -0.07
C 4.1779 -3.1457 -1.3189  -0.06
C 5.3865 -3.1670 -1.9945  -0.09
C 5.8486 -2.0154 -2.6135  -0.09
C 5.1160 -0.8427 -2.5426  -0.09
H 0.9751 1.1151 -1.5561  -0.09
H 3.8919 3.3118 -2.1418  0.10
H 4.1656 4.6464 -4.2292  0.10
H 3.7256 3.5806 -6.4098  0.10
H 3.0400 1.2184 -6.5234  0.10
H 2.8023 -0.0988 -4.4384  0.10
H 2.5032 -1.9452 -0.7157  0.10
H 3.8112 -4.0318 -0.8271  0.11
H 5.9675 -4.0775 -2.0378  0.10
H 6.7878 -2.0327 -3.1477  0.10
H 5.4827 0.0545 -3.0205  0.11
S -0.5385 2.8635 -0.5006  0.65
C -1.4456 3.0220 -2.0004  -0.65
C -2.0222 4.2565 -2.2938  -0.13
C -2.7520 4.4276 -3.4527  -0.11
C -2.9155 3.3731 -4.3368  -0.12
C -2.3193 2.1523 -4.0636  -0.10
C -1.5741 1.9773 -2.9138  -0.19
H -1.8982 5.0722 -1.5982  0.09
H -3.2090 5.3855 -3.6627  0.09
H -3.5007 3.5047 -5.2363  0.09
H -2.4428 1.3223 -4.7463  0.10
H -1.1014 1.0246 -2.7145  0.06